{
  "formula": "C23H24MoN4O2S2",
  "method": "the ωB97M-V functional and the def2-TZVPD basis",
  "de_lowest_ev": 0.000,
  "multiplicity": 3,
  "e_tot_ev": -57806.6216,
  "gap_ha": [0.23081, 0.23797],
  "total_charge": 2,
  "elements": ["Mo", "C", "N", "C", "C", "C", "C", "C", "C", "C", "N", "C", "C", "C", "C", "C", "C", "N", "C", "C", "H", "H", "H", "H", "H", "H", "H", "H", "H", "H", "H", "H", "H", "H", "H", "H", "H", "H", "H", "H", "O", "S", "O", "N", "C", "S", "C", "C", "C", "C", "C", "C", "H", "H", "H", "H"],
  "coordinates": [[-0.817, 0.482, 0.343], [1.549, -1.011, -0.391], [0.850, 0.217, -0.863], [0.005, -0.039, -2.051], [1.756, 1.363, -0.917], [2.784, 1.473, -1.827], [3.671, 2.530, -1.688], [3.531, 3.410, -0.620], [2.491, 3.291, 0.290], [1.553, 2.272, 0.123], [0.413, 1.989, 0.881], [0.003, 2.691, 2.024], [0.187, 4.046, 2.280], [-0.331, 4.594, 3.443], [-1.041, 3.810, 4.341], [-1.270, 2.466, 4.072], [-0.752, 1.921, 2.915], [-0.940, 0.524, 2.497], [-2.161, -0.090, 3.084], [0.245, -0.301, 2.887], [2.238, -1.369, -1.155], [2.115, -0.776, 0.508], [0.816, -1.803, -0.194], [0.107, 0.742, -2.798], [0.195, -1.020, -2.480], [-1.070, -0.063, -1.741], [2.905, 0.748, -2.624], [4.481, 2.652, -2.393], [4.248, 4.209, -0.491], [2.428, 3.978, 1.119], [0.681, 4.679, 1.557], [-0.194, 5.648, 3.644], [-1.438, 4.245, 5.247], [-1.851, 1.879, 4.768], [-2.069, -0.142, 4.168], [-3.035, 0.504, 2.825], [-2.287, -1.100, 2.703], [0.231, -0.478, 3.964], [0.193, -1.275, 2.389], [1.162, 0.222, 2.630], [-3.272, -2.651, -0.909], [-3.778, -1.814, 0.127], [-3.884, -2.284, 1.468], [-2.791, -0.406, 0.140], [-3.466, 0.649, -0.247], [-2.463, 2.062, -0.338], [-4.867, 0.445, -0.541], [-5.811, 1.378, -0.946], [-7.104, 0.933, -1.181], [-7.435, -0.409, -1.017], [-6.488, -1.352, -0.614], [-5.213, -0.898, -0.380], [-5.547, 2.420, -1.071], [-7.862, 1.636, -1.496], [-8.450, -0.729, -1.207], [-6.755, -2.393, -0.491]],
  "lowdin_spin": [1.450, 0.014, 0.000, 0.011, 0.040, -0.004, 0.042, -0.006, 0.035, 0.004, 0.209, 0.010, 0.030, -0.003, 0.038, -0.004, 0.035, -0.005, 0.002, 0.006, 0.000, 0.000, 0.006, 0.002, 0.000, 0.001, -0.001, 0.002, -0.001, 0.002, 0.001, -0.001, 0.002, -0.001, -0.001, 0.000, 0.001, 0.000, 0.003, 0.000, 0.002, 0.005, 0.002, 0.027, 0.013, 0.030, 0.001, 0.000, 0.000, 0.000, 0.000, 0.000, 0.000, 0.000, 0.000, 0.000]
}